The following is a quantum chemistry calculation of a molecular structure, C19H14BrN6O2RhS3, from the OMol25 dataset.

XYZ file:
```
46
Properties=species:S:1:pos:R:3:forces:R:3
Rh 0.55322 -0.81334 -0.19712 0.0 -0.2 0.2
C -3.37243 -2.11050 -1.31798 0.0 0.0 0.0
C -2.17199 -1.37734 -0.82250 -0.1 0.1 0.0
N -0.98824 -1.87340 -0.85501 0.1 0.0 0.1
N -0.75580 -3.14462 -1.29053 0.0 0.1 -0.1
C 0.51892 -3.59218 -1.33452 -0.1 -0.1 0.0
N 0.66486 -4.86358 -1.73910 0.1 0.0 0.0
S 1.84952 -2.63300 -0.95555 0.0 0.1 0.1
C -2.21582 -0.01671 -0.24353 0.1 0.0 0.0
C -3.38090 0.68304 -0.02410 0.0 0.1 0.0
C -3.30649 1.94911 0.55383 -0.1 0.0 0.0
C -2.07936 2.46727 0.88622 0.1 0.1 0.0
C -0.93949 1.70137 0.65194 0.1 0.0 0.0
N -1.01169 0.50144 0.10509 0.1 -0.1 0.0
H -3.25661 -2.34003 -2.38100 0.0 0.0 0.0
H -4.27760 -1.52514 -1.20275 0.0 0.0 0.0
H -3.50651 -3.03406 -0.74950 0.0 0.0 0.0
H -1.54429 -3.73713 -1.50603 0.0 0.0 0.1
H -0.11094 -5.50459 -1.73745 0.0 0.0 0.0
H 1.58577 -5.26199 -1.67298 0.0 0.0 0.0
H -4.34148 0.25971 -0.27353 0.0 0.0 0.0
H -4.21414 2.50301 0.75035 0.0 0.0 0.0
H -1.97947 3.43871 1.34780 0.0 0.0 0.0
H 0.05287 2.04483 0.90943 0.0 0.0 0.0
S 0.28068 -1.98566 1.98168 0.7 0.4 -0.7
C -1.35154 -1.84792 2.33879 -0.7 -0.4 -0.1
C -2.17889 -2.89753 1.82487 0.1 -0.2 0.1
N -2.75886 -3.77677 1.34895 0.0 0.1 -0.1
C -1.97368 -0.76124 2.98720 0.0 -0.2 -0.3
S -1.22347 0.59903 3.51407 0.2 0.5 0.4
C -3.41553 -0.83440 3.09705 -0.1 0.1 0.1
N -4.56440 -0.83002 3.15252 0.0 0.0 0.0
Br 1.37005 4.20118 -1.04772 0.0 0.0 0.0
C 3.12167 3.53328 -0.74302 0.0 0.0 0.0
C 4.15662 4.45166 -0.66667 0.0 0.0 0.0
C 5.44469 4.00848 -0.41087 0.0 0.0 0.0
C 5.68938 2.65769 -0.21238 0.0 0.0 0.0
C 4.64288 1.75338 -0.27441 0.0 0.0 0.0
C 3.34776 2.17590 -0.55750 0.0 0.0 0.0
C 2.25790 1.14844 -0.66125 0.0 0.1 0.1
O 1.60675 1.00602 -1.70050 -0.1 -0.3 0.0
O 2.06450 0.43938 0.39133 0.0 -0.1 0.0
H 3.95016 5.50392 -0.80331 0.0 0.0 0.0
H 6.25403 4.72475 -0.35756 0.0 0.0 0.0
H 6.69213 2.31053 -0.00168 0.0 0.0 0.0
H 4.81524 0.69899 -0.10103 0.0 0.0 0.0
```
Positions in Å, forces in eV/Å.

total charge	0
orbital gap (spin up / spin down)	6.16 / 5.89	eV
strongest force on any atom	1.1	eV/A
energy above the lowest of the compared OMol25 structures with the same formula, charge and spin	8.0	kcal/mol
molecular weight	637.4	g mol⁻¹